# 1
{
  "formula": "C13H26N4O5S",
  "method": "the ωB97M-V functional and the def2-TZVPD basis",
  "species": ["N", "H", "H", "H", "O", "C", "H", "H", "C", "H", "C", "H", "H", "H", "O", "H", "H", "C", "H", "O", "H", "C", "N", "N", "C", "N", "H", "S", "C", "H", "H", "C", "H", "O", "H", "C", "H", "C", "H", "H", "O", "H", "H", "H", "H", "C", "C", "H", "C"],
  "positions_angstrom": [[2.61350, -3.69496, 2.55456], [4.59434, -5.40664, 1.87619], [3.52583, -6.20946, 3.05704], [2.41526, 1.83280, -1.58499], [0.03799, -2.24983, 4.15799], [3.60893, -5.84021, 2.03643], [2.05105, -2.02957, -1.27501], [3.45449, -6.66123, 1.33763], [-2.34473, 3.13704, -4.69564], [-2.76372, 4.14109, -4.59446], [-1.71274, -4.23298, 3.13016], [-1.62211, -4.40354, 4.20486], [2.12372, -1.67960, 2.90215], [-2.46313, -3.45881, 2.96241], [-1.03861, 4.28684, 0.90060], [3.34499, -3.63039, 3.24368], [1.49655, -2.34653, 1.39489], [-3.51225, 5.40599, 0.33097], [-2.92828, 6.32572, 0.44333], [-2.53089, 1.54980, -2.94081], [-3.07995, 2.49769, -5.19314], [-2.00210, 2.57623, -3.32775], [-2.78991, 4.44182, -0.48929], [-0.42727, -3.79790, 2.58890], [0.34022, -2.84281, 3.12679], [-1.13252, 3.25653, -2.49979], [0.87502, 2.74792, 0.20091], [0.95587, 0.07898, -0.84064], [-1.56757, 3.90326, -0.13298], [-0.05316, -4.27775, 1.77671], [1.09758, 3.79696, -1.19687], [-0.87045, 2.90520, -1.08695], [-4.46979, 5.65918, -0.13412], [1.69365, 0.16803, 0.43267], [-3.26846, 3.99878, -1.26856], [0.65614, 2.85117, -0.86798], [-2.03087, -5.15728, 2.64642], [1.68160, -2.56593, 2.44674], [-1.28525, 1.92158, -0.84523], [3.03027, -0.66226, -1.84664], [1.68977, -4.96473, 0.94249], [1.61620, -1.19915, -2.78730], [-0.77172, 4.14321, -2.84177], [1.01952, 1.67092, -2.65930], [-1.44575, 3.18498, -5.31514], [1.33156, 1.68770, -1.61220], [2.55159, -4.78849, 1.79618], [-3.70872, 4.99046, 1.32516], [2.01426, -1.05983, -1.77932]],
  "forces_ev_per_a": [[0.021, 0.979, 0.589], [0.141, -0.083, 0.112], [0.147, -0.050, 0.068], [-0.048, -0.254, 0.119], [-0.031, -0.037, -0.361], [-0.043, 0.120, -0.043], [-0.294, 0.298, 0.154], [-0.009, 0.127, 0.093], [0.397, 0.220, 0.084], [0.113, 0.010, -0.070], [0.410, 0.428, 0.165], [-0.056, 0.043, -0.070], [-0.103, -0.213, -0.012], [-0.078, -0.084, 0.085], [0.117, -0.494, -0.428], [-0.098, -0.014, -0.024], [0.177, -0.015, -0.031], [0.219, -0.190, 0.229], [-0.062, -0.206, 0.034], [-0.005, -0.123, 0.016], [0.235, 0.047, 0.335], [-0.379, -0.501, 0.761], [0.421, -1.104, -1.001], [-0.181, -0.781, -0.901], [0.077, 0.379, 1.400], [-0.326, 0.042, -0.514], [-0.133, 0.140, -0.159], [0.468, -0.106, -0.314], [-0.372, 1.518, 0.824], [-0.036, 0.086, 0.103], [0.031, -0.100, 0.023], [0.062, 0.379, -0.451], [0.264, -0.183, -0.064], [0.080, 0.026, 1.360], [0.119, 0.290, 0.329], [-0.305, -0.382, 0.464], [0.165, 0.136, -0.039], [-0.150, -0.315, -0.378], [-0.156, 0.058, -0.497], [-0.147, 0.115, 0.156], [-0.254, 0.252, -0.110], [-0.006, -0.038, 0.021], [-0.070, -0.295, 0.308], [-0.060, -0.089, -0.052], [-0.068, 0.138, -0.015], [-0.077, 0.216, -0.669], [-0.099, -0.891, -0.656], [0.065, 0.150, -0.098], [-0.083, 0.349, -0.874]],
  "lumo_energy_ev": 0.5,
  "orbital_gap_ev": 9.406,
  "charge": 0,
  "spin_multiplicity": 1,
  "total_energy_ha": -1504.409817
}

# 2
{
  "formula": "C13H27B2Br2N4O8P2",
  "method": "the ωB97M-V functional and the def2-TZVPD basis",
  "species": ["C", "H", "H", "H", "H", "O", "H", "Br", "C", "H", "Br", "P", "H", "O", "C", "H", "C", "C", "N", "H", "H", "C", "H", "O", "B", "H", "H", "C", "H", "H", "O", "H", "C", "C", "H", "O", "N", "H", "H", "C", "B", "H", "H", "P", "O", "N", "H", "C", "C", "C", "N", "O", "H", "H", "H", "H", "O", "H"],
  "positions_angstrom": [[4.39475, -0.34177, 2.03936], [1.60191, -5.00619, -1.33571], [0.03505, 2.61714, -0.65835], [-2.05939, -1.66577, -2.36486], [-3.56490, 0.57971, -0.09827], [-4.46020, 3.74088, -2.15246], [-2.93308, -3.10436, 2.02846], [3.95963, -1.36244, 3.59778], [-3.08882, 1.45137, -0.55097], [-1.15898, 0.70930, 2.51647], [3.92843, 1.24140, -0.16951], [-0.98635, -2.32574, 2.35470], [-1.42135, -2.90499, -1.15520], [-2.32713, -2.56519, 1.50492], [-4.00184, 4.27107, -3.14402], [-3.40143, 2.33328, 0.01658], [-0.32103, -1.07093, -1.29113], [5.86840, -0.21468, 1.78511], [-2.94750, 5.14241, -3.08954], [-1.12686, 2.99799, 0.61941], [-2.54833, 5.58177, -3.89597], [-1.31659, -1.92797, -1.61579], [1.44013, -3.59449, 1.31554], [-1.14919, -1.51129, 3.55886], [-1.16066, 0.42261, 0.49154], [2.32982, -3.91437, -2.55193], [6.09246, -0.40107, 0.73585], [-0.00668, -0.64658, 0.11374], [0.06086, -3.77262, 0.26671], [-3.49333, 1.58039, -1.55504], [-1.71159, 0.50016, 1.73308], [0.57980, -3.84168, -2.16409], [-1.02826, 2.64404, -0.41793], [0.32570, -1.78865, 1.13405], [3.30230, -2.21554, -1.54595], [0.31843, 1.47382, 3.79135], [-1.62039, 1.31302, -0.60777], [2.42383, 2.37447, 2.94306], [-5.26568, 3.39378, -4.47387], [1.58265, -4.00019, -1.76441], [1.77049, 0.03664, 1.52036], [6.23774, 0.76962, 2.07970], [-1.55938, 3.36282, -1.04659], [1.24398, 1.65237, 2.61195], [1.15735, 0.18443, 0.18191], [-4.49823, 4.03413, -4.40139], [-4.12863, 4.45490, -5.23146], [3.39634, 0.16781, 1.32742], [1.83111, -2.99332, -0.66271], [0.88513, -3.10148, 0.51421], [2.76095, -2.13474, -0.68491], [1.29877, -1.25914, 1.98930], [6.41999, -0.95139, 2.36788], [0.26145, -3.78914, 3.22876], [-2.55466, 5.32699, -2.18522], [0.60205, 2.52351, 1.69669], [-0.59932, -3.84523, 2.79429], [0.33028, -0.63086, -2.04398]],
  "forces_ev_per_a": [[-0.012, 0.250, -0.287], [0.064, -0.049, -0.097], [-0.018, 0.085, -0.108], [0.848, -0.586, -1.044], [0.082, -0.055, -0.017], [-0.157, 0.155, -0.079], [-0.170, 0.096, -0.039], [-0.002, 0.013, 0.093], [-0.038, -0.028, -0.188], [-0.055, -0.621, 0.259], [0.033, 0.113, -0.030], [-0.127, 0.742, 0.507], [-0.937, 0.635, 1.140], [0.312, -0.491, -0.090], [0.096, -0.029, -0.001], [-0.009, -0.087, 0.155], [0.223, -0.608, 0.221], [0.091, -0.339, 0.271], [-0.055, 0.094, 0.015], [-0.114, 0.052, -0.027], [0.020, -0.040, -0.010], [0.250, -0.077, -0.280], [0.033, -0.012, -0.006], [0.002, -0.008, 0.052], [0.011, -0.380, -0.206], [-0.029, -0.041, -0.045], [-0.021, 0.204, -0.073], [0.684, -0.571, 0.357], [0.019, 0.003, -0.130], [0.035, -0.024, -0.037], [0.205, 0.895, -0.266], [0.045, 0.013, -0.125], [0.062, -0.130, -0.071], [0.008, -0.576, 0.218], [-0.009, 0.014, -0.010], [-0.127, 0.021, -0.080], [-0.371, 0.130, 0.718], [-0.018, 0.117, -0.129], [0.018, -0.019, 0.013], [-0.075, 0.003, 0.379], [0.477, 0.037, -1.278], [-0.022, 0.069, -0.161], [0.165, -0.028, -0.184], [-0.544, -0.506, 0.618], [-0.283, 0.102, 0.042], [-0.051, 0.041, -0.012], [0.031, -0.017, 0.008], [-0.064, -0.479, 0.431], [-0.170, 0.071, -0.343], [-0.035, 0.171, -0.055], [0.060, -0.068, 0.150], [0.170, 0.353, 0.419], [-0.047, -0.004, 0.039], [-0.059, -0.125, 0.259], [0.018, -0.042, -0.002], [0.497, 0.195, -0.169], [0.095, 0.017, -0.563], [-1.035, 1.350, -0.119]],
  "lumo_energy_ev": 2.3,
  "orbital_gap_ev": 7.010,
  "charge": -1,
  "spin_multiplicity": 1,
  "total_energy_ha": -7213.187421
}